[1]
# C23H65F10NO19Zr

C23H65F10NO19Zr as an isolated structure (ωB97M-V/def2-TZVPD, the Open Molecules 2025 dataset).

Positions of all 119 atoms, in Å:
H (18.590, 1.402, 18.477)
H (15.777, 13.758, 24.790)
F (19.861, 10.048, 24.982)
C (11.991, 13.703, 21.050)
H (11.114, 13.852, 21.679)
H (14.707, 14.352, 23.636)
H (12.182, 14.643, 20.532)
O (14.987, 8.034, 20.033)
C (19.266, 12.207, 16.928)
N (16.585, 2.716, 16.297)
H (16.408, 3.596, 18.712)
C (17.406, 4.996, 16.805)
C (14.775, 1.111, 16.418)
H (17.499, 13.141, 23.325)
C (17.113, 0.341, 15.627)
C (19.101, 3.048, 16.473)
H (17.042, 14.638, 22.695)
C (17.627, 3.468, 16.999)
C (19.601, 9.722, 23.699)
H (12.634, 5.321, 18.488)
C (13.881, 7.209, 19.824)
H (16.899, 5.173, 15.856)
H (14.324, 1.478, 15.496)
C (16.660, 13.625, 22.824)
H (15.716, 10.800, 22.412)
H (20.572, 6.318, 18.077)
H (15.599, 3.553, 14.899)
H (17.197, -0.731, 15.800)
H (12.555, 11.990, 21.394)
H (16.864, 5.168, 22.559)
O (18.840, 8.396, 15.883)
C (13.669, 5.498, 18.196)
C (15.435, 13.552, 23.776)
C (16.464, 14.316, 19.677)
H (19.406, 2.063, 16.825)
C (16.281, 1.282, 16.582)
O (15.220, 10.486, 21.656)
H (18.125, 13.419, 20.723)
H (19.037, 9.205, 16.354)
H (17.700, 6.802, 20.540)
C (12.460, 7.834, 20.022)
H (18.284, 5.610, 16.604)
H (19.484, 9.854, 20.315)
O (17.043, 11.838, 19.920)
F (16.694, 14.247, 18.382)
H (13.790, 11.299, 19.468)
C (17.607, 1.741, 18.804)
H (15.904, 11.116, 26.228)
H (16.039, 6.396, 22.879)
H (14.847, 9.831, 25.472)
C (17.099, 13.139, 20.483)
F (16.957, 15.457, 20.105)
H (12.412, 10.809, 23.556)
H (15.639, 8.674, 16.449)
F (12.215, 8.160, 21.334)
O (14.168, 6.777, 18.508)
O (20.072, 6.910, 18.639)
C (16.574, 0.868, 18.065)
H (19.902, 3.724, 16.773)
H (18.640, 7.286, 19.457)
H (17.763, 9.647, 26.239)
H (14.474, 1.799, 17.208)
O (16.445, 3.104, 14.972)
H (14.712, 5.758, 16.353)
H (20.644, 7.069, 19.390)
H (18.042, 8.066, 16.296)
O (16.346, 12.891, 21.631)
H (14.925, 12.593, 23.866)
O (17.569, 9.327, 22.087)
F (20.472, 8.767, 23.338)
O (15.120, 8.077, 15.908)
C (18.123, 9.169, 23.357)
H (15.649, 9.474, 27.029)
H (17.556, 1.602, 19.884)
O (17.824, 7.508, 19.906)
H (12.933, 10.430, 15.488)
H (18.496, 12.576, 16.250)
H (13.029, 5.978, 16.059)
O (16.725, 6.076, 22.293)
H (12.765, 13.761, 21.815)
F (19.855, 10.842, 22.999)
F (15.158, 14.509, 19.814)
O (13.554, 10.383, 16.215)
H (20.321, 12.398, 16.735)
H (18.153, 3.809, 19.112)
H (15.681, 0.756, 18.679)
F (11.584, 6.919, 19.642)
Zr (16.595, 9.574, 20.034)
O (18.817, 9.806, 19.630)
H (13.886, 9.485, 16.189)
H (16.744, 5.509, 17.503)
H (19.274, 10.067, 18.830)
O (14.444, 10.722, 19.074)
H (13.623, 4.344, 16.344)
F (16.609, 9.405, 17.846)
H (16.737, 0.445, 14.609)
H (12.658, 9.552, 22.750)
H (18.170, 0.585, 15.511)
C (15.706, 10.051, 26.106)
O (12.234, 12.391, 20.582)
H (14.155, 10.616, 18.167)
H (19.076, 2.970, 15.386)
O (12.828, 10.494, 22.754)
F (12.235, 8.876, 19.194)
H (16.828, 8.288, 25.631)
H (14.360, 4.757, 18.599)
H (18.136, 10.795, 17.250)
O (19.074, 10.895, 17.073)
O (17.219, 9.852, 24.169)
H (14.246, 0.186, 16.651)
H (14.025, 6.381, 20.517)
H (14.697, 7.492, 16.536)
C (16.958, 9.368, 25.559)
H (18.056, 8.132, 23.685)
C (17.422, 3.232, 18.546)
C (13.731, 5.386, 16.646)
H (17.003, -0.124, 17.922)
H (18.984, 12.626, 17.895)
H (14.304, 10.539, 21.931)

Computed properties:
Multiplicity: 1
Relative energy (zero: lowest compared OMol25 entry of this formula, charge and spin), eV: 1.500
Orbital gap, eV: 7.884
Net charge: 0

[2]
# C30H18BaBr3N5O4S

C30H18BaBr3N5O4S as an isolated structure (ωB97M-V/def2-TZVPD, the Open Molecules 2025 dataset).

Positions of all 62 atoms, in Å:
C (5.345, -4.445, -1.345)
C (0.374, 1.126, 4.123)
N (2.896, -0.588, 0.220)
N (-2.688, 0.067, -1.741)
H (-1.041, 4.158, 2.641)
C (-3.694, -0.825, -1.568)
O (0.615, 3.958, 0.497)
C (2.217, 1.955, 2.829)
C (2.145, 0.763, 2.078)
S (0.663, 0.455, -3.841)
C (3.053, 0.569, 0.992)
H (-3.263, 2.474, 1.547)
C (3.921, -1.333, 0.055)
H (4.755, 3.494, 1.193)
C (4.269, -4.994, -2.056)
N (-0.952, 2.689, -4.514)
H (-2.368, 2.175, 3.034)
H (-0.337, -0.818, 3.475)
H (-1.982, 4.486, 1.189)
C (3.068, -4.340, -2.088)
H (4.395, -5.935, -2.579)
H (2.228, -4.749, -2.635)
C (-5.693, -2.731, -1.203)
C (-0.277, 3.215, 0.866)
H (-4.433, 2.711, -2.812)
Br (-7.879, -1.088, -1.947)
N (-0.381, 1.874, 0.613)
C (3.977, -2.563, -0.699)
H (6.030, -2.833, -0.131)
H (3.196, 3.866, 3.064)
H (-6.317, 1.130, -2.490)
C (-2.956, 1.278, -2.164)
H (4.618, 1.408, -0.155)
C (-0.292, 1.773, -4.232)
C (-6.032, -1.476, -1.625)
C (-2.263, 2.449, 1.983)
C (1.280, 2.114, 3.873)
C (5.198, -3.256, -0.683)
H (-0.364, 1.224, 4.909)
O (-1.758, 0.180, 1.287)
C (-4.361, -3.061, -0.957)
C (3.180, 2.939, 2.503)
C (-5.298, 0.832, -2.276)
O (1.727, -2.512, -1.465)
C (3.974, 1.543, 0.705)
H (1.289, 3.028, 4.457)
C (-3.289, -2.159, -1.110)
H (-6.461, -3.479, -1.059)
Br (-3.963, -4.825, -0.377)
Br (7.016, -5.374, -1.300)
C (4.037, 2.731, 1.465)
C (0.397, -0.035, 3.317)
O (-2.080, -2.445, -0.894)
H (-2.118, 1.949, -2.312)
Ba (-0.060, -0.694, -0.856)
N (1.238, -0.217, 2.336)
C (-1.448, 3.707, 1.734)
C (-5.043, -0.484, -1.826)
C (2.847, -3.089, -1.415)
C (-1.452, 1.377, 1.262)
H (4.862, -1.055, 0.552)
C (-4.265, 1.706, -2.448)

Computed properties:
Multiplicity: 1
Relative energy (zero: lowest compared OMol25 entry of this formula, charge and spin), eV: 0.000
Orbital gap, eV: 6.310
Net charge: -2

[3]
# C5H5ClF4O2

One molecule with the formula C5H5ClF4O2 (ωB97M-V/def2-TZVPD, the Open Molecules 2025 dataset).

Positions of all 17 atoms, in Å:
F (-2.120, -1.987, 0.519)
F (-3.369, -0.574, 1.562)
Cl (-3.925, -0.896, -0.919)
H (0.387, -1.064, 1.764)
C (0.454, -0.204, 1.094)
F (-3.220, 2.007, 0.531)
F (-1.361, 2.794, -0.245)
H (1.300, 0.429, 1.375)
C (0.473, -0.618, -0.388)
H (0.389, -1.701, -0.514)
O (-0.678, 0.014, -0.944)
C (-2.774, -0.819, 0.395)
H (-2.594, 1.671, -1.334)
H (1.346, -0.247, -0.928)
C (-1.452, 0.466, 0.083)
C (-2.206, 1.745, -0.308)
O (-0.724, 0.588, 1.224)

Computed properties:
Multiplicity: 1
Relative energy (zero: lowest compared OMol25 entry of this formula, charge and spin), eV: 0.000
Orbital gap, eV: 10.607
Net charge: 0
Structure (SMILES): FC(F)C1(C(F)(F)Cl)OCCO1

[4]
# C28H69N4O12PS8

A 8-piece molecular cluster, C28H69N4O12PS8 overall (ωB97M-V/def2-TZVPD, the Open Molecules 2025 dataset).

Positions of all 122 atoms, in Å:
H (1.110, -4.352, -3.188)
C (-2.004, 5.523, -3.131)
H (-1.169, 5.120, -3.709)
H (-0.151, 3.553, -1.114)
O (-2.476, -7.615, -5.248)
N (0.071, -0.828, -5.475)
C (1.252, 0.391, -1.081)
O (-1.211, -0.286, -3.036)
H (-3.632, 4.941, 7.130)
H (-1.045, 12.017, -2.690)
O (-1.812, 0.285, -0.109)
H (0.255, -2.743, 4.679)
C (1.950, 2.982, -0.424)
H (4.345, -1.482, -1.338)
H (-0.105, 2.888, 0.739)
H (-3.857, -10.207, -4.843)
C (0.428, 3.528, -0.092)
C (-1.334, 4.332, 8.718)
H (0.780, -5.046, 0.043)
H (3.762, -2.395, -3.221)
S (-1.428, 6.863, -2.061)
C (2.173, 1.388, -0.115)
H (-1.995, 13.323, -3.442)
H (-0.524, 0.677, 6.243)
H (-1.497, -8.910, -2.041)
H (3.314, 1.121, -0.243)
H (-0.659, 4.317, 7.858)
H (2.301, 3.271, -1.508)
O (-2.350, 9.827, -4.201)
H (-3.824, 0.878, 9.462)
H (3.454, -1.060, 0.267)
H (2.213, -3.396, 0.286)
S (-2.954, 11.153, -3.844)
C (-3.554, 11.907, -5.376)
C (3.778, -1.954, -0.433)
H (-3.511, -0.813, 12.947)
O (-0.258, 6.344, -1.279)
H (3.717, -8.900, -5.825)
O (3.330, -6.107, -6.356)
H (2.689, -9.029, -4.364)
H (-0.919, 12.302, -4.445)
H (5.534, -1.970, 0.666)
H (3.003, 0.050, -2.142)
H (1.415, -3.462, 5.826)
C (-4.052, 0.353, 10.393)
H (-0.326, 8.789, -2.952)
C (0.600, -3.945, -2.220)
H (-3.117, -10.538, -3.256)
H (-2.759, 11.917, -6.125)
H (-0.017, 7.349, -3.956)
C (-0.748, -0.128, 0.584)
C (-1.593, 12.318, -3.586)
H (4.811, -5.823, -3.805)
C (-0.587, -0.380, 5.973)
H (-2.090, -10.408, -4.717)
H (-0.583, -3.809, -2.330)
H (-4.135, 3.330, 6.556)
H (1.484, -3.466, -5.138)
H (2.672, 3.570, 0.324)
H (-3.892, 12.926, -5.173)
S (2.980, -6.740, -5.042)
N (4.847, -2.719, 0.375)
C (1.324, -2.552, -1.631)
C (0.701, -5.212, -1.130)
H (2.835, -3.727, -6.754)
N (3.366, -3.027, -6.151)
H (5.301, -3.454, -0.210)
S (1.677, 1.253, -3.502)
S (-2.826, -8.248, -3.934)
N (1.960, -0.058, -2.324)
H (-1.333, 0.524, -3.647)
H (-0.785, 4.032, 9.614)
C (2.824, -8.521, -5.321)
O (-2.091, 1.842, 8.102)
H (1.846, 1.195, 0.996)
H (-1.736, 5.338, 8.861)
H (-0.220, -1.579, -6.148)
C (-3.294, 3.922, 6.928)
H (5.288, -7.320, -4.646)
H (-5.030, 0.133, 13.032)
O (0.206, -1.956, -0.824)
C (2.882, -1.862, -3.816)
C (-2.982, -10.029, -4.213)
O (-0.836, -0.077, 2.057)
S (1.003, -1.162, 6.341)
H (-0.275, -3.200, 6.327)
S (-2.694, 3.168, 8.459)
H (-0.810, -0.469, 4.908)
H (-1.592, 8.196, -4.056)
H (-3.632, 0.590, 14.038)
O (0.725, -6.471, -1.571)
C (2.607, -3.026, -0.780)
H (3.138, -3.909, -1.383)
C (-1.307, -8.346, -2.956)
H (3.403, -0.909, -4.312)
H (0.544, 4.631, 0.339)
H (4.309, -7.401, -3.149)
H (1.041, -0.505, -5.706)
C (0.638, -0.757, -0.110)
H (-1.373, -0.857, 6.563)
H (-4.394, 11.315, -5.748)
H (-5.136, 0.291, 10.518)
H (-2.499, 3.931, 6.179)
H (-2.423, 4.732, -2.503)
C (0.548, -2.803, 5.729)
H (-2.779, 5.899, -3.802)
C (2.511, -2.862, -5.054)
C (-3.939, 0.184, 13.072)
O (2.015, -0.592, 5.392)
H (0.339, 1.074, -1.433)
P (-0.090, -1.425, -3.813)
H (-0.995, -7.331, -2.697)
H (1.344, -1.001, 0.802)
C (1.605, -1.437, -2.847)
H (1.950, -8.698, -5.951)
C (-0.777, 7.898, -3.394)
H (-0.518, -8.829, -3.538)
O (-4.060, 2.576, 11.880)
H (-3.621, -0.650, 10.356)
S (-3.322, 1.275, 11.768)
H (2.840, 2.082, -3.538)
C (4.500, -6.837, -4.065)

Computed properties:
Multiplicity: 1
Orbital gap, eV: 5.959
Net charge: 0

[5]
# C37H36N4O3P2Re

C37H36N4O3P2Re as an isolated structure (ωB97M-V/def2-TZVPD, the Open Molecules 2025 dataset).

Positions of all 83 atoms, in Å:
C (1.470, -3.445, 3.014)
O (3.452, 5.711, 0.192)
C (2.983, -3.417, -1.872)
H (-4.080, -0.222, -1.236)
H (3.385, 4.006, -2.575)
H (3.048, -1.951, 0.791)
H (5.535, 5.846, 0.163)
H (-1.067, 3.835, 4.935)
H (1.090, -3.473, 0.909)
H (-0.268, 1.798, -2.727)
C (-2.805, 1.489, -0.880)
H (-3.302, 2.934, 1.404)
H (-3.029, -2.089, -1.752)
C (0.930, -3.795, -3.053)
N (4.906, 3.862, 0.148)
C (1.728, 2.293, -0.174)
H (-0.663, -2.474, -2.489)
C (1.023, -3.016, 4.262)
H (-3.175, 4.515, -2.366)
H (-3.722, -6.295, -2.019)
C (-3.230, -5.459, -1.541)
C (2.749, 3.021, -0.754)
H (5.754, 3.617, 0.655)
H (-2.237, -6.687, -0.088)
Re (0.384, -0.340, -0.454)
P (-1.296, -1.906, 0.509)
C (0.367, -2.766, -2.337)
C (4.033, 2.928, -0.013)
C (-3.855, 0.804, -1.497)
C (0.769, -3.096, 1.874)
N (0.717, 1.803, -0.895)
C (-3.350, 3.473, -2.130)
H (-3.369, -0.926, 1.267)
C (-2.280, 3.490, 3.205)
C (-1.989, -3.318, -0.298)
C (-2.841, -3.094, -1.392)
H (1.563, -3.307, 5.153)
O (2.349, -0.244, -0.156)
C (1.457, 3.088, -2.764)
O (4.282, 1.745, 0.491)
H (1.775, 1.996, 0.865)
H (-3.003, 4.252, 3.463)
H (0.338, -4.318, -3.791)
C (-4.398, 2.788, -2.740)
H (-5.484, 0.942, -2.878)
H (0.577, 2.081, 4.377)
C (3.058, -1.495, -0.204)
P (-1.785, 0.689, 0.331)
C (-0.121, -2.234, 4.374)
C (2.607, 3.448, -2.071)
C (2.377, -2.382, -1.196)
C (-0.425, 1.515, 2.568)
C (-3.458, -4.165, -2.009)
N (1.069, -2.072, -1.411)
H (-1.724, -1.267, 3.335)
C (-2.390, -5.682, -0.458)
C (-1.516, 1.756, 1.723)
H (4.024, -3.646, -1.684)
C (-0.259, 2.266, 3.716)
H (0.278, 0.709, 2.349)
C (-2.552, 2.833, -1.199)
H (1.297, 3.412, -3.783)
N (-2.490, -0.774, 0.779)
H (3.533, 6.380, 0.884)
C (-2.449, 2.747, 2.045)
C (4.693, 5.296, -0.251)
C (-1.762, -4.617, 0.169)
H (4.744, 5.345, -1.338)
C (-0.829, -1.868, 3.240)
C (2.252, -4.140, -2.808)
H (-0.471, -1.923, 5.349)
H (4.095, -1.316, -0.492)
H (-4.125, -4.000, -2.844)
H (-1.139, -4.802, 1.033)
H (3.642, 1.032, 0.187)
C (0.570, 2.208, -2.176)
H (-5.029, 3.300, -3.455)
C (-0.392, -2.309, 1.987)
H (-1.768, 3.385, -0.694)
H (2.719, -4.951, -3.352)
H (2.349, -4.072, 2.942)
C (-1.191, 3.253, 4.031)
C (-4.653, 1.461, -2.420)

Computed properties:
Multiplicity: 4
Relative energy (zero: lowest compared OMol25 entry of this formula, charge and spin), eV: 0.000
Orbital gap (spin up / spin down), eV: 7.358 / 6.446
Net charge: +4

[6]
# C37H37F13N5O2SScSi

C37H37F13N5O2SScSi as an isolated structure (ωB97M-V/def2-TZVPD, the Open Molecules 2025 dataset).

Positions of all 97 atoms, in Å:
H (4.576, 3.686, 0.420)
C (-1.885, -0.037, -4.133)
H (-0.486, -5.796, 3.273)
C (-0.566, -1.359, 3.214)
H (2.469, 4.747, 3.631)
H (-0.791, 4.503, 1.840)
H (2.258, -6.607, -2.246)
F (-1.813, 4.479, -0.286)
C (1.850, -4.715, -1.324)
C (3.817, -0.861, 0.125)
H (-2.721, -0.761, -2.421)
C (0.904, 3.588, 2.720)
C (2.705, 3.188, -0.460)
C (-1.029, -3.720, 3.193)
H (-1.426, 0.808, -5.892)
C (-0.641, -2.583, 3.869)
C (1.006, 1.192, 2.524)
Sc (-0.433, 0.403, -0.829)
H (5.224, 1.281, 0.722)
C (-1.608, -3.437, -1.292)
C (-1.354, 3.436, -3.313)
H (2.074, -6.646, 2.013)
F (-3.888, -1.871, 1.183)
C (-0.304, 3.558, 2.032)
O (-1.757, -1.140, -0.916)
C (-3.308, 1.525, 1.445)
H (1.417, 4.425, -4.617)
H (1.317, -2.082, 0.849)
C (1.548, 2.384, 2.966)
H (0.862, 5.448, 3.823)
H (-3.099, 0.680, -5.603)
C (1.511, 4.901, 3.134)
H (-1.724, -4.460, 1.335)
H (1.235, -2.014, -0.995)
F (-3.035, 4.483, 1.472)
F (-1.414, -4.663, -0.805)
H (1.576, 2.668, -4.422)
C (1.325, -2.611, -0.093)
C (-1.299, -2.382, 1.157)
N (-2.910, -0.373, -3.372)
H (1.795, -4.199, -2.276)
H (-0.668, -5.037, 4.857)
C (-2.148, 2.324, 0.698)
F (-3.893, -3.740, 0.144)
O (-1.901, 1.785, -0.526)
H (-0.382, -2.638, 4.922)
C (-1.959, -2.301, -0.239)
F (-3.795, 3.690, -0.383)
H (-1.244, 3.061, -4.333)
S (-0.272, -0.012, -3.619)
H (1.581, -4.235, 2.038)
C (-0.205, 1.154, 1.827)
C (1.610, 3.624, -3.897)
Si (0.331, 3.628, -2.516)
C (2.107, -6.071, -1.315)
C (-2.706, 3.745, 0.393)
C (-0.874, 2.375, 1.576)
H (4.907, -0.887, 0.074)
H (-3.830, -0.458, -3.768)
H (-0.373, 5.978, -2.024)
C (0.472, 5.352, -1.734)
H (2.618, 3.759, -3.501)
F (-0.577, -3.120, -2.052)
H (-1.887, 4.388, -3.349)
C (2.184, -6.758, -0.116)
C (3.904, 2.888, 0.121)
F (-2.657, -3.545, -2.167)
H (-0.265, -0.484, 3.773)
F (-2.917, 0.980, 2.601)
C (-0.849, -1.217, 1.856)
H (1.391, 5.843, -2.065)
C (-1.377, -3.579, 1.851)
C (-1.075, -5.075, 3.844)
F (-3.789, 0.572, 0.660)
H (2.511, 2.378, 3.466)
N (2.158, 0.834, -0.573)
H (-1.965, 2.738, -2.740)
C (1.629, -3.954, -0.119)
H (3.386, -1.523, -0.620)
H (3.504, -1.270, 1.086)
C (1.836, 2.132, -0.858)
H (2.406, 4.209, -0.624)
F (-4.370, 2.310, 1.776)
N (-0.702, 0.001, 1.215)
N (-2.174, 0.321, -5.425)
H (1.543, 0.262, 2.663)
C (4.260, 1.558, 0.315)
H (-2.095, -5.462, 3.910)
N (0.667, 2.294, -1.493)
F (-4.253, -1.896, -0.925)
C (2.006, -6.093, 1.081)
C (1.737, -4.736, 1.089)
C (-3.507, -2.451, 0.047)
F (2.454, -8.120, -0.120)
H (1.687, 5.548, 2.271)
C (3.367, 0.560, -0.052)
H (0.481, 5.305, -0.646)

Computed properties:
Multiplicity: 1
Orbital gap, eV: 3.556
Net charge: -2

no.,energy (eV)
1,-93754.5450
2,-268707.7072
3,-32752.4082
4,-156638.0393
5,-71726.7276
6,-125265.3623